Record 1
13
Properties=species:S:1:pos:R:3 method="wB97M-V/def2-TZVPD" gap_ev=11.013 homo_energy_ev=-10.01 largest_force_ev_per_a=0.654 multiplicity=1
C -1.00135 1.34599 0.66242
C -0.14039 0.09884 0.74428
C -0.36166 -0.99559 -0.32850
C 1.02138 -0.64163 -0.74923
N 1.77918 -1.23192 -1.55598
O 1.19704 0.35145 0.18746
H -0.58326 2.15245 1.27644
H -2.01709 1.14158 1.01961
H -1.06337 1.70980 -0.36941
H -0.04110 -0.24391 1.78177
H -0.34447 -2.05162 -0.07450
H -1.15931 -0.78423 -1.04141
H 2.72540 -0.86984 -1.56187



Record 2
61
Properties=species:S:1:pos:R:3 method="wB97M-V/def2-TZVPD" gap_ev=7.877 homo_energy_ev=-7.66 largest_force_ev_per_a=19.504 multiplicity=1
C 5.68161 0.97182 -2.48925
H 5.26529 1.76335 -3.24152
H 6.52282 0.56771 -2.75514
H 5.65398 1.35714 -1.58954
C 4.66360 -0.18169 -2.85561
N 5.15225 -1.25222 -1.73841
C 4.59772 -1.24438 -0.49844
O 3.54223 -0.65212 -0.27853
C 4.81147 -2.61527 0.34277
H 4.76397 -3.43783 -0.14161
O 3.95841 -2.71822 1.65987
C 2.64008 -2.66517 1.25599
C 1.81272 -1.95361 2.10581
O 0.46437 -1.99933 2.33420
C -0.15720 -2.33759 0.99393
C 0.67846 -2.70481 0.10137
C 2.02196 -2.80619 -0.00479
O 2.67296 -3.43543 -0.85691
H -0.11195 -3.08825 -0.83430
C -1.54301 -2.03858 1.25332
N -1.88301 -0.69382 1.21012
C -3.15434 -0.43115 1.69738
C -3.51161 1.04068 1.92147
N -2.97145 1.89236 0.81164
C -1.81664 1.38003 0.33151
C -1.53846 0.15975 0.16280
H -0.35356 0.10268 -0.14343
H -2.10398 -0.26290 -0.68420
H -1.23721 2.25040 -0.40810
H -1.04665 2.00661 1.31401
C -3.44025 3.18321 0.84732
C -4.88196 3.47385 0.68797
C -5.49069 4.37623 1.77190
C -6.78232 4.68305 1.59319
C -7.56337 4.01738 0.69796
C -7.09968 3.01313 -0.01774
C -5.75478 2.82906 -0.27147
H -5.08934 2.35477 -0.63776
H -7.62310 2.60058 -0.88474
H -8.57162 4.05497 0.84908
H -7.26401 5.44775 2.50280
H -4.65475 4.87267 2.67981
H -2.82248 3.81560 -0.05202
H -2.84551 3.79355 1.66672
H -4.52290 1.16405 1.95198
H -3.06534 1.49717 2.69046
H -3.63320 -0.82070 2.39298
H -3.97774 -0.49669 0.63881
H -2.10836 -2.66925 1.99251
H -1.94146 -2.55833 0.28440
H 2.18190 -1.76587 3.24225
H 5.75202 -2.38920 0.81613
C 5.75426 -2.33380 -2.21801
H 6.69094 -1.68622 -2.83896
C 5.20350 -3.27072 -2.90146
H 4.86451 -3.00262 -3.67947
H 4.41687 -3.80219 -2.47350
H 6.01162 -4.26467 -3.15602
H 6.49821 -2.79427 -1.29803
H 3.69902 0.32153 -2.10704
H 4.58516 -0.61799 -3.74642



Record 3
103
Properties=species:S:1:pos:R:3 method="wB97M-V/def2-TZVPD" gap_ev=4.408 charge=-1 homo_energy_ev=-2.23 largest_force_ev_per_a=2.473 multiplicity=1
Tl 0.44628 1.16858 -1.18194
C 0.20775 4.74591 4.18739
C -0.41671 4.59791 2.81316
C -1.54819 3.84880 2.58164
C -2.06033 3.65554 1.27206
C -3.40858 3.07961 1.05128
C -1.34124 4.21796 0.20625
C -0.24064 5.06798 0.38226
C 0.27038 5.88335 -0.75957
C 0.22138 5.19562 1.69933
H 1.30185 4.54976 4.17235
H -0.21935 4.06944 4.93295
H 0.09366 5.78854 4.55804
H -2.02861 3.36596 3.41638
H -3.37045 2.03732 1.50399
H -3.68034 2.95716 -0.03865
H -4.14554 3.62365 1.63507
H -1.66492 4.05920 -0.82514
H 1.34799 5.90423 -0.87788
H 0.03724 6.93704 -0.61080
H -0.06904 5.57437 -1.75743
H 1.15093 5.81125 1.89719
O 0.18002 -0.08188 2.01255
P -0.39678 -1.44863 2.01410
C 0.27148 -2.52702 0.69791
P 1.99624 -2.12658 0.32578
O 2.33432 -0.69429 0.04661
C 3.05894 -2.83427 1.64049
C 2.81322 -4.01232 2.37632
C 3.86797 -4.55092 3.11279
C 5.07411 -3.90619 3.19295
C 5.35465 -2.77060 2.44655
C 4.30079 -2.17530 1.72082
C 2.40363 -3.25475 -1.04114
C 2.25821 -4.66930 -0.89281
C 2.52438 -5.47865 -1.98064
C 2.90333 -4.93394 -3.21364
C 2.93634 -3.56702 -3.34281
C 2.83466 -2.67563 -2.25097
C -2.14486 -1.47778 1.59381
C -2.62108 -0.40478 0.84404
C -3.98192 -0.35840 0.43245
C -4.86458 -1.39258 0.72978
C -4.36748 -2.48647 1.49348
C -3.03551 -2.53378 1.91883
C -0.35501 -2.35926 3.57261
C -0.30981 -1.66642 4.79612
C -0.36703 -2.36559 6.02295
C -0.56392 -3.71543 6.01129
C -0.55704 -4.42683 4.74773
C -0.45404 -3.76052 3.56685
H -0.28016 -2.23688 -0.24818
H 0.13691 -3.59517 0.95293
H 1.81045 -4.48101 2.51105
H 3.69561 -5.47412 3.66394
H 5.88250 -4.39906 3.73167
H 6.32767 -2.33708 2.48938
H 4.31214 -1.22010 1.22426
H 2.06146 -5.16622 0.08267
H 2.42134 -6.55483 -1.92093
H 2.96640 -5.64498 -4.06990
H 3.14708 -3.08764 -4.27012
H 3.05370 -1.57238 -2.35430
H -1.93103 0.45309 0.60309
H -4.33996 0.45652 -0.21618
H -5.90166 -1.36502 0.36988
H -4.97043 -3.38310 1.64324
H -2.64779 -3.36076 2.47038
H -0.24031 -0.58633 4.78371
H -0.29922 -1.81062 6.92345
H -0.52986 -4.26224 6.98395
H -0.50651 -5.54132 4.72191
H -0.39354 -4.35106 2.62527
O -2.03537 1.72253 -2.56826
S -3.35591 0.96848 -2.66824
C -2.96374 -0.81730 -3.00295
C -3.92606 -1.35389 -4.08910
C -4.35888 -0.13743 -5.01159
C -4.23165 1.19854 -4.26355
H -3.10461 -1.28071 -2.04321
H -1.88595 -0.79551 -3.32417
H -4.86394 -1.68652 -3.60579
H -3.50657 -2.18010 -4.67531
H -5.35680 -0.25805 -5.45087
H -3.60165 -0.19248 -5.81025
H -5.20206 1.72828 -4.13610
H -3.56627 1.90686 -4.74117
C 0.51804 4.51186 -4.50037
C 1.66148 3.51811 -4.26832
O 2.27389 3.86189 -2.98919
C 3.37832 2.95992 -2.61684
C 3.88475 3.39729 -1.21419
H -0.05912 4.32402 -5.36439
H 0.93654 5.50265 -4.56437
H -0.14303 4.46891 -3.64467
H 2.42120 3.64982 -5.06422
H 1.30456 2.41872 -4.20986
H 4.11580 2.98567 -3.41708
H 3.02616 1.87713 -2.53259
H 4.55183 4.24155 -1.22886
H 4.42955 2.58537 -0.70813
H 3.01209 3.64670 -0.61368
Se 0.89583 -0.73600 -3.22661



Record 4
9
Properties=species:S:1:pos:R:3 method="wB97M-V/def2-TZVPD" gap_ev=6.714 charge=-1 homo_energy_ev=-3.13 largest_force_ev_per_a=6.731 smiles=N#Cc1ncoc1[S-] multiplicity=1
C -2.02176 0.52927 0.05459
C 1.20883 -0.42908 0.99662
C -0.69936 0.25074 0.22434
C 0.52360 0.05411 -1.09740
N -3.17041 0.72133 0.07093
N -0.01843 -0.21070 1.27238
O 1.62583 -0.19563 -0.34284
S 0.53686 0.25165 -2.70046
H 2.01483 -0.97170 1.52184



Record 5
80
Properties=species:S:1:pos:R:3 method="wB97M-V/def2-TZVPD" gap_ev="5.454 / 3.235" homo_energy_ev="-6.72 / -5.72" largest_force_ev_per_a=3.248 s_squared=0.993 multiplicity=2
W -0.68869 0.47921 -1.19648
S -3.19929 2.43571 -4.44868
Sb -1.20089 1.71081 -3.68368
S -2.79129 1.77981 -0.92188
S -1.54579 -0.68719 -3.09708
C 3.64851 -2.91189 1.23142
N 2.45251 -2.43019 1.86472
C 1.80911 -3.00439 2.92612
C 0.80321 -2.18639 3.30552
N 0.81451 -1.10039 2.45722
C 1.83661 -1.26279 1.57192
S 2.28721 -0.13149 0.43452
C 0.06201 0.06201 2.64442
C 0.13791 0.66211 3.90372
C -0.58869 1.78061 4.21812
C -1.65849 2.21011 3.28212
C -1.67679 1.40551 2.02052
N -0.71719 0.54191 1.60562
H 4.21631 -3.50509 1.94562
H 4.24151 -2.05219 0.91742
H 3.41911 -3.52369 0.35562
H 2.11951 -3.94669 3.32392
H 0.07421 -2.28309 4.08312
H 0.85511 0.25601 4.60082
H -0.42199 2.34931 5.11462
H -2.63399 2.18241 3.78932
H -2.52169 1.56431 1.36982
F 5.01991 2.32311 -3.29578
C 3.79821 1.94931 -2.86228
C 3.21041 2.64951 -1.82498
C 1.96451 2.25201 -1.37848
C 1.24941 1.16131 -1.92288
C 1.90261 0.51411 -2.99758
C 3.15711 0.88191 -3.46158
H 3.71651 3.49291 -1.38158
H 1.53631 2.79681 -0.53838
H 1.40451 -0.33059 -3.48478
H 3.62361 0.36471 -4.28488
C -3.32879 -3.25109 0.02202
S -2.57009 -1.84729 0.90852
C -4.19269 -1.11399 1.36492
O -2.12969 -0.93379 -0.22248
H -4.06579 -3.72459 0.65932
H -2.54889 -3.96239 -0.22248
H -3.79029 -2.86669 -0.88218
H -4.73569 -1.83819 1.96072
H -4.75199 -0.86589 0.47012
H -4.01739 -0.21649 1.94852
C -3.84869 3.99041 2.03342
N -2.47309 4.34471 2.22852
C -1.94299 5.49191 1.51132
C -0.42139 5.29711 1.57502
N -0.27949 4.15791 2.47142
C -1.47639 3.54351 2.64752
S -1.06139 2.85491 -0.55838
H -4.45669 4.88831 2.15362
H -4.15459 3.24491 2.76622
H -4.02189 3.60201 1.02232
H -2.27129 6.40991 2.00922
H -2.30949 5.48781 0.48262
H 0.09461 6.16271 1.99442
H -0.01499 5.08431 0.58152
H 0.56791 3.61391 2.45632
F 1.09531 -2.26579 -5.94638
C 1.56911 -2.75699 -4.79278
C 0.72671 -3.14659 -3.81548
N 1.18521 -3.68899 -2.65178
C 0.28961 -4.00649 -1.57028
C 0.00071 -2.77549 -0.67238
O -0.52369 -2.98179 0.42402
O 0.30841 -1.64279 -1.14308
C 2.53451 -3.84849 -2.41328
O 2.95711 -4.35359 -1.39428
N 3.35901 -3.42109 -3.41698
C 3.01691 -2.85729 -4.64978
O 3.86491 -2.52129 -5.43518
H -0.34279 -3.04239 -3.93198
H 0.75021 -4.78029 -0.95048
H -0.65829 -4.38039 -1.96658
H 4.35241 -3.53369 -3.24038



Record 6
13
Properties=species:S:1:pos:R:3 method="wB97M-V/def2-TZVPD" gap_ev=8.827 homo_energy_ev=-9.12 largest_force_ev_per_a=0.591 multiplicity=1
N -1.71934 0.78121 1.11968
C -0.54288 0.52858 0.71300
C -0.12595 -0.91016 0.38122
O -0.76271 -1.93073 0.47163
N 1.18079 -0.79044 -0.06925
C 1.60111 0.53702 -0.01578
C 0.63816 1.35797 0.43688
H -1.80790 -1.28606 -2.39845
H -1.82726 1.78601 1.28108
H -1.69510 -1.71205 -1.79919
H 1.73371 -1.57581 -0.37128
H 2.60999 0.78652 -0.32211
H 0.71738 2.42794 0.57257



Record 7
77
Properties=species:S:1:pos:R:3 method="wB97M-V/def2-TZVPD" gap_ev=9.396 charge=+1 homo_energy_ev=-11.47 largest_force_ev_per_a=8.538 multiplicity=1
C -5.57851 1.88867 -4.82285
C -4.24906 2.30325 -3.92094
N -4.25105 1.41050 -2.67209
C -2.91129 1.43286 -1.96973
C -2.20307 -0.06944 -2.10503
C -1.64973 -0.61754 -0.66238
C -0.12097 -1.19442 -1.01787
O 0.95874 -0.54585 -1.46141
O -0.00342 -2.66171 -0.73684
C -1.38453 -3.16743 -0.84679
C -2.22791 -2.02064 -0.03387
C -3.84309 -2.28954 0.03917
C -4.72930 -1.05339 0.65013
C -4.09264 -0.32512 1.97321
C -4.68248 1.23984 1.95881
S -4.09526 2.27304 3.40822
O -4.32518 1.58986 4.77995
O -2.64466 2.74516 3.14784
O -5.07366 3.71061 3.39130
C -5.37303 1.96215 -1.82050
C -5.35722 3.36206 -0.96676
O -6.50985 1.22000 -1.76218
H -6.59714 2.17111 -4.32040
H -5.55724 0.70333 -4.91694
H -5.52242 2.41131 -5.89330
H -4.39962 3.41703 -3.59432
H -3.24248 2.19677 -4.51370
H -2.23621 2.23538 -2.52383
H -2.97759 1.75039 -0.83852
H -2.88247 -0.83719 -2.67055
H -1.24672 0.10069 -2.79364
H -1.46108 0.20639 0.17760
H -1.66398 -4.21563 -0.40788
H -1.55958 -3.27704 -1.99870
H -1.87376 -1.95387 1.10376
H -4.20618 -2.43201 -1.08907
H -4.05528 -3.34086 0.55540
H -5.76530 -1.53153 1.00179
H -5.00692 -0.22975 -0.13341
H -4.47353 -0.79022 3.00340
H -2.92789 -0.21493 1.97274
H -4.19286 1.72700 0.98514
H -5.84536 1.19167 1.82959
H -5.58882 3.66831 2.52562
H -5.81014 4.23859 -1.62723
H -6.04060 3.22561 0.00098
H -4.26560 3.56529 -0.59691
C 3.04364 -2.73422 0.55283
C 3.44657 -1.38877 -0.03326
C 4.93004 -1.22819 -0.38500
N 5.90332 -0.94905 0.79519
C 5.50682 0.35289 1.50596
C 6.55205 0.77920 2.52930
C 7.92854 0.94179 1.90335
C 8.35572 -0.31399 1.15920
C 7.30496 -0.77953 0.15731
C 5.91402 -2.12883 1.76343
H 3.26459 -2.80401 1.61872
H 1.96136 -2.87316 0.45205
H 3.53706 -3.56209 0.03403
H 3.08349 -0.57753 0.60427
H 2.89489 -1.28697 -0.97750
H 5.03195 -0.37378 -1.06574
H 5.30508 -2.11681 -0.90719
H 5.38719 1.12086 0.73306
H 4.54405 0.19089 2.00068
H 6.24583 1.73120 2.97873
H 6.60014 0.05386 3.34979
H 8.66321 1.18139 2.68021
H 7.91395 1.79047 1.20719
H 8.58865 -1.10845 1.87525
H 9.29299 -0.11292 0.62607
H 7.58279 -1.74337 -0.28523
H 7.20500 -0.03810 -0.64431
H 5.92792 -3.05586 1.18413
H 5.03160 -2.06410 2.40111
H 6.79853 -2.08161 2.39933



Record 8
11
Properties=species:S:1:pos:R:3 method="wB97M-V/def2-TZVPD" gap_ev=10.020 homo_energy_ev=-8.99 largest_force_ev_per_a=4.606 smiles="C=NN1CC1" multiplicity=1
C -0.69768 1.79005 -0.37609
C 1.09658 -0.94450 0.36985
C -0.32269 -1.27777 0.05253
H -1.91679 1.60472 -0.79675
H -0.49862 2.89378 -0.25297
H 1.24697 -0.65602 1.54681
H 1.99567 -1.59757 0.21605
H -0.80117 -1.78793 -0.77784
H -1.07124 -1.14453 0.94861
N 0.45778 1.20887 -0.37893
N 0.51120 -0.08910 -0.55127



Record 9
12
Properties=species:S:1:pos:R:3 method="wB97M-V/def2-TZVPD" gap_ev=9.452 homo_energy_ev=-9.99 largest_force_ev_per_a=6.009 multiplicity=1
C -1.22119 -0.11336 1.62788
C 0.04510 -0.12960 -0.32234
C -0.57516 1.23641 -0.58454
H -0.52485 -0.24750 2.48520
H -1.24891 1.20677 1.63447
H -2.26553 -0.63363 1.56304
H 1.98724 0.63148 -0.62454
H 0.85616 -1.51972 0.40856
N -0.43541 -0.76199 0.67527
N 1.19988 -0.53230 -1.06414
N -1.19226 2.15367 -0.83405
O 1.83723 -1.42674 -0.15403



Record 10
14
Properties=species:S:1:pos:R:3 method="wB97M-V/def2-TZVPD" gap_ev=10.453 homo_energy_ev=-10.29 largest_force_ev_per_a=2.346 smiles="O=CNC=O.O.O" multiplicity=1
O -0.78307 -1.04884 3.32033
C -0.38525 0.02833 2.95758
N -0.82227 0.52156 1.72343
C -0.51151 1.81901 1.34926
O 0.12567 2.64494 1.94935
H 0.11558 0.79249 3.55867
H -1.55392 0.02400 1.24124
H -0.60858 2.00875 0.26849
H -0.32912 -1.05448 -4.17500
H -1.48478 -1.04415 -3.21730
O -0.64864 -1.49357 -3.38608
H 1.93392 -1.57497 -1.37686
H 2.34469 -0.63020 -2.52412
O 2.60728 -0.99286 -1.68899



Record 11
61
Properties=species:S:1:pos:R:3 method="wB97M-V/def2-TZVPD" gap_ev=10.515 homo_energy_ev=-10.34 largest_force_ev_per_a=0.873 smiles="CCOS(C)(=O)=O.CCOS(C)(=O)=O.C[N+](=O)[O-].CO.CO.CO.CO" multiplicity=1
C -1.64531 1.43138 -3.30765
O -2.20281 0.27636 -3.91052
H -2.42382 2.17737 -3.10793
H -1.26234 1.13162 -2.33182
H -0.83245 1.85994 -3.89700
H -2.51115 0.51115 -4.78993
C -0.10525 -0.03276 1.33861
O 0.97274 -0.87902 0.98826
H 0.24453 0.99042 1.50772
H -0.76044 0.01810 0.46897
H -0.61362 -0.39625 2.23283
H 1.79815 -0.50747 1.32091
C 0.46676 3.30310 -0.45538
O 0.65791 4.70085 -0.37493
H 0.83349 2.85487 0.46565
H -0.58919 3.02709 -0.55782
H 1.00493 2.82690 -1.28428
H 0.28191 5.10760 -1.15871
C -1.08074 -3.31947 0.92617
O -1.66146 -4.55429 0.53272
H -0.08714 -3.17673 0.49518
H -1.76122 -2.54082 0.59808
H -0.92287 -3.23392 2.01007
H -1.02140 -5.25516 0.67476
O 3.45658 0.40991 1.61861
S 4.29347 1.35649 2.28823
O 5.30226 0.89311 3.16675
O 5.02829 2.21947 1.21370
C 4.23110 2.65571 0.08479
C 4.90132 3.83745 -0.52455
C 3.27516 2.55008 3.09577
H 3.21929 2.92453 0.39985
H 4.12597 1.83112 -0.62188
H 5.87322 3.59642 -0.95241
H 5.06648 4.61274 0.22917
H 4.26796 4.28272 -1.29233
H 2.33791 2.61450 2.55025
H 3.77856 3.51275 3.07510
H 3.11425 2.19594 4.10957
O -4.67369 -4.29701 -2.54308
S -5.04954 -3.12233 -3.25369
O -6.32654 -3.02143 -3.87066
O -4.95263 -1.88115 -2.27836
C -3.91309 -1.92468 -1.27498
C -3.71702 -0.51112 -0.77617
C -3.79114 -2.72448 -4.44370
H -2.99688 -2.34586 -1.69018
H -4.22958 -2.56462 -0.45092
H -4.48727 -0.23281 -0.06082
H -3.73070 0.18979 -1.61121
H -2.73379 -0.42290 -0.31325
H -3.98234 -3.39950 -5.27299
H -2.83344 -2.86267 -3.95572
H -3.96786 -1.68909 -4.71305
C 1.48490 -2.67276 3.95683
N 2.13170 -1.48518 4.58830
O 1.97484 -0.42641 4.02320
O 2.77026 -1.65592 5.60409
H 2.00969 -3.55322 4.30601
H 1.50268 -2.52775 2.88239
H 0.46044 -2.68269 4.32334



Record 12
13
Properties=species:S:1:pos:R:3 method="wB97M-V/def2-TZVPD" gap_ev=11.253 homo_energy_ev=-10.30 largest_force_ev_per_a=5.258 smiles=C#CC(C)(C)Cl multiplicity=1
C -0.76360 0.20776 -1.58832
C -0.12964 -0.23364 -0.24184
C -0.16178 -1.67991 0.02100
C 1.25603 0.18160 -0.21914
C 2.34426 0.60339 -0.19415
H -1.79078 0.04819 -1.70809
H -0.61085 1.23385 -1.82784
H -0.29366 -0.34100 -2.34298
H -1.14298 -1.92541 0.35274
H 0.11338 -2.24808 -0.93487
H 0.64556 -1.97455 0.82071
H 3.35608 1.05576 -0.22265
Cl -0.91461 0.56918 1.12927